(1)
Below is a 4-piece molecular cluster, C21H44NO13P3 overall, with properties calculated with wB97M-V/def2-TZVPD.

```
82
Properties=species:S:1:pos:R:3
C -2.48776 -4.69162 0.23236
C -2.29967 -3.40049 0.35755
C -1.94533 -1.83939 0.34749
C -0.78245 -1.39872 1.37705
C 0.22065 -0.25868 0.82977
C -0.46398 0.87581 -0.08327
N 0.21279 1.12743 -1.42750
C -0.74500 2.11250 -2.06698
O -1.08133 2.14614 -3.29502
C -1.27422 3.05536 -0.82703
C -0.49858 2.42243 0.47794
C -1.27683 2.52464 1.88978
C -1.49999 4.06901 2.28662
C -2.86362 4.56779 2.27471
H -2.69968 -5.77912 -0.10569
H -2.92167 -1.27206 0.64284
H -1.70168 -1.48824 -0.72447
H -0.12747 -2.34880 1.55237
H -1.22685 -1.13678 2.40502
H 0.66006 0.28642 1.76361
H 1.11169 -0.76335 0.31034
H -1.56203 0.75839 -0.42288
H 1.08707 1.68018 -1.27280
H -1.25531 4.19356 -0.96902
H -2.41522 2.81246 -0.84947
H 0.50094 3.02111 0.42050
H -0.61076 1.99773 2.69062
H -2.27064 1.94922 1.84315
H -0.60075 4.74093 2.55651
H -3.65175 4.08388 2.95450
H -3.15095 5.43811 1.56767
C -4.23738 11.76935 -0.19977
O -2.98219 11.79665 0.46725
P -2.17416 10.28047 0.56964
O -3.26783 9.69994 1.46968
O -0.99486 10.94855 1.48595
C -1.35482 11.72758 2.61499
O -1.31343 8.79162 0.58006
C -1.89464 7.76753 -0.21292
H -4.50181 12.79009 -0.48219
H -4.18013 11.15508 -1.10103
H -5.00771 11.38119 0.46918
H -2.32357 11.43387 3.02972
H -1.38286 12.78490 2.33797
H -0.59422 11.59292 3.38715
H -2.14935 8.15193 -1.20306
H -2.79104 7.37508 0.27443
H -1.17206 6.95788 -0.32313
C 3.64131 -0.39508 -1.78194
O 4.91183 -0.33142 -1.14731
P 5.79335 -1.80937 -1.12518
O 4.75390 -2.47522 -0.21978
O 6.96503 -1.11975 -0.21468
C 6.60047 -0.40209 0.95257
O 6.72328 -3.25399 -1.19534
C 6.16907 -4.27506 -2.01240
H 3.32019 0.62126 -2.01774
H 3.70332 -0.97157 -2.70732
H 2.90943 -0.84512 -1.10895
H 5.65869 -0.75770 1.38085
H 6.51465 0.66235 0.71761
H 7.38793 -0.52865 1.69873
H 5.86894 -3.86754 -2.98031
H 5.30645 -4.72873 -1.51740
H 6.92628 -5.04339 -2.17227
C 0.50676 -12.18986 -1.83529
O 0.61292 -10.95699 -1.13552
P -0.85377 -10.37788 -0.44564
O -1.45857 -10.18916 -1.83917
O -0.11653 -8.99372 0.02563
C 0.66909 -8.27533 -0.91167
O -2.31735 -9.83440 0.27578
C -3.38196 -10.77348 0.23324
H 1.50756 -12.61055 -1.94959
H -0.11356 -12.89548 -1.27833
H 0.08317 -12.02136 -2.82714
H 0.34297 -8.44374 -1.94227
H 1.71819 -8.56598 -0.80990
H 0.58388 -7.20832 -0.69429
H -3.03697 -11.75567 0.56390
H -3.78383 -10.84362 -0.78094
H -4.17371 -10.43385 0.90187
```

## Properties
Energy (eV): -78449.115
HOMO-LUMO gap (eV): 5.8
HOMO (eV): -8.3255
Structure (SMILES): C#CCCC[C@@H]1NC(=O)C[C@H]1CC=C.COP(=O)(OC)OC.COP(=O)(OC)OC.COP(=O)(OC)OC
E_LUMO (hartree): -0.0926
Total charge: 0

These are the Löwdin partial charges, in e, on atoms 1 to 8:
1. C 0.052
2. C -0.117
3. C -0.214
4. C -0.199
5. C -0.125
6. C -0.275
7. N 0.019
8. C -0.322

(2)
Below is C21H45As3F3MgN5S as an isolated structure, with properties calculated with wB97M-V/def2-TZVPD.

```
79
Properties=species:S:1:pos:R:3
Mg 0.19103 -1.03870 0.76258
C 1.22965 -1.31215 -3.02499
As 0.26636 -0.09310 -1.84929
C 1.16158 1.57002 -2.33502
C -1.42240 -0.12935 -2.86319
C -2.64131 0.76841 -2.56986
C -3.52715 0.62505 -3.82055
C -3.46705 0.27254 -1.37136
As -2.56553 -0.27766 0.28684
C -4.15918 -0.79026 1.30169
C -2.18402 1.40244 1.21375
C -2.17675 2.22322 -2.40287
As -3.33638 3.88164 -2.42908
C -3.79193 4.00294 -0.51689
C -5.14198 3.35209 -2.99854
H 1.07583 -1.01029 -4.06025
H 0.87163 -2.33225 -2.89517
H 2.28950 -1.28201 -2.78581
H 1.08989 1.73672 -3.40862
H 2.21207 1.47155 -2.06126
H 0.73037 2.42456 -1.81782
H -1.73067 -1.18068 -2.83272
H -1.10380 0.06270 -3.89108
H -3.65098 -0.42808 -4.08276
H -3.07321 1.13557 -4.67206
H -4.51558 1.04254 -3.65926
H -4.02366 -0.62230 -1.66587
H -4.20812 1.02503 -1.09511
H -4.88926 0.01787 1.29254
H -3.89810 -1.00259 2.33884
H -4.61168 -1.67940 0.86679
H -3.05664 2.05067 1.21771
H -1.36332 1.93377 0.73638
H -1.91062 1.17973 2.24681
H -1.46666 2.42965 -3.20861
H -1.60828 2.32495 -1.47091
H -2.88769 4.10256 0.08294
H -4.38808 3.16200 -0.16080
H -4.37802 4.91203 -0.38311
H -5.17807 3.15869 -4.06815
H -5.76486 4.22495 -2.79923
H -5.55694 2.50694 -2.45106
N 0.21438 -3.17131 0.40249
C -0.60532 -3.90153 1.38888
C -0.35847 -3.31549 2.76808
N -0.64502 -1.86427 2.73230
H -0.08447 -3.40565 -0.54023
H 1.19532 -3.44555 0.44829
H -0.39617 -4.97145 1.39341
H -1.65503 -3.77287 1.11955
H 0.68922 -3.45340 3.04500
H -0.96328 -3.83991 3.50848
H -0.27764 -1.41650 3.56661
H -1.65049 -1.72368 2.77879
C 6.24044 -4.21760 0.71125
N 4.94099 -3.64845 0.37426
C 4.65255 -2.35166 0.42465
N 5.58378 -1.51352 0.88545
S 3.14224 -1.76228 -0.09526
H 6.18237 -5.29795 0.62822
H 6.50776 -3.97079 1.73960
H 7.01893 -3.86359 0.03246
H 4.25880 -4.23116 -0.07835
H 6.52658 -1.80920 1.07979
H 5.38664 -0.52885 0.86672
F 4.18232 4.28182 3.02169
C 4.21931 3.06171 3.55137
F 5.44958 2.55729 3.36930
F 4.00309 3.15770 4.86571
C 3.19628 2.14311 2.91677
C 2.41547 2.55410 1.85202
C 1.52138 1.64873 1.30787
N 1.36755 0.40535 1.77220
C 2.13760 0.02162 2.80040
C 3.05926 0.84991 3.40303
H 2.50075 3.55179 1.44591
H 0.91744 1.92905 0.45507
H 2.02675 -1.00373 3.13234
H 3.65913 0.49618 4.23034
```

## Properties
Energy (eV): -236896.763
ΔE to the lowest compared entry with this formula, charge and spin (kJ/mol): 3.4
HOMO-LUMO gap (eV): 7.3
HOMO (eV): -12.6970
E_LUMO (hartree): -0.1985
Total charge: +2

These are the Löwdin partial charges, in e, on atoms 1 to 8:
1. Mg 0.337
2. C -0.301
3. As 1.073
4. C -0.284
5. C -0.348
6. C -0.662
7. C -0.057
8. C -0.321

(3)
Below is C21H45BiOP3Se as an isolated structure, with properties calculated with wB97M-V/def2-TZVPD.

```
72
Properties=species:S:1:pos:R:3
Bi 0.35785 0.28409 -0.21534
P -1.08669 1.52462 2.31056
P 1.95005 -0.66134 1.95041
P -2.33148 0.74432 -1.09830
H 2.09303 -5.62363 -3.78819
C 1.96103 -5.05081 -4.71634
C 2.26038 -3.72490 -4.67880
H 2.84758 -3.30819 -3.82505
C -2.21521 0.52514 3.37335
C -0.01102 2.30409 3.57227
C -2.13724 2.94283 1.82310
C 3.10317 -1.92831 1.24425
C 3.07142 0.58408 2.69216
C 1.20239 -1.51326 3.41875
C -2.41737 -0.12777 -2.72005
C -2.74912 2.47002 -1.56141
C -3.83820 0.12037 -0.23531
H 1.61414 -5.59948 -5.61913
H 1.94029 -3.01513 -5.44565
H -2.59287 1.12258 4.21693
H -1.67527 -0.34152 3.77279
H -3.06361 0.14642 2.79109
H -0.62870 2.83177 4.31127
H 0.67442 3.03268 3.12104
H 0.58689 1.55142 4.09787
H -2.29680 3.61628 2.67651
H -3.11640 2.62143 1.44913
H -1.63844 3.51473 1.02831
H 3.83519 -2.22101 2.01081
H 3.63410 -1.50781 0.37750
H 2.52050 -2.79511 0.91036
H 3.73050 0.11988 3.44679
H 2.50295 1.39373 3.17962
H 3.68163 1.02912 1.88927
H 1.99192 -1.95115 4.05534
H 0.54672 -2.32492 3.05937
H 0.58328 -0.81737 4.01029
H -3.39309 0.09294 -3.18714
H -2.30315 -1.21237 -2.56768
H -1.60504 0.20790 -3.38455
H -3.63084 2.45901 -2.22145
H -1.90296 2.94131 -2.08499
H -2.96498 3.08214 -0.67470
H -4.70117 0.16894 -0.92439
H -4.06606 0.70599 0.67203
H -3.66025 -0.92561 0.06427
C -1.00197 -3.42466 -0.26235
C 0.09927 -3.47648 -1.14072
C 0.17214 -4.47977 -2.10181
C -0.86066 -5.42383 -2.20062
C -1.93841 -5.41428 -1.28377
C -2.03115 -4.40055 -0.33547
Se -1.03248 -2.01677 0.97314
H 0.59771 -0.29939 -1.93179
H 0.85023 -2.66966 -1.08689
H 1.01958 -4.45952 -2.78831
H -0.85499 -6.19420 -2.96836
H -2.70173 -6.19986 -1.32636
H -2.85620 -4.31692 0.38439
C 2.56976 4.91241 -0.02891
C 1.84585 4.88746 -1.39395
C 0.78966 3.78593 -1.27847
O 1.15405 2.96228 -0.13247
C 2.22020 3.57349 0.64593
H 3.65093 5.04722 -0.14682
H 2.19601 5.72516 0.61959
H 2.51727 4.58336 -2.20991
H 1.43008 5.85460 -1.69447
H -0.23584 4.19139 -1.16393
H 0.76587 3.10989 -2.15327
H 3.11637 2.91738 0.75043
H 1.85496 3.73721 1.67822
```

## Properties
Energy (eV): -123576.953
ΔE to the lowest compared entry with this formula, charge and spin (kJ/mol): 120.9
HOMO-LUMO gap (spin up / spin down) (eV): 4.0 / 4.4
HOMO (spin up / spin down) (eV): -16.1564 / -16.1509
E_LUMO (spin up / spin down) (hartree): -0.4484 / -0.4312
Total charge: +3

These are the Löwdin partial charges, in e, on atoms 1 to 8:
1. Bi 1.159
2. P 0.742
3. P 0.682
4. P 0.692
5. H 0.051
6. C -0.072
7. C -0.081
8. H 0.059